# C30H50ClO27

10 unconnected molecules or ions with the total composition C30H50ClO27 in a non-equilibrium geometry (ωB97M-V/def2-TZVPD, the OMol25 dataset).

Positions of all 108 atoms, in Å:
Cl 24.22726 -12.72682 -26.05401
O 24.99638 -13.75062 -25.39669
O 23.74781 -11.72004 -25.12340
O 25.05017 -12.03094 -27.01221
O 23.12698 -13.32574 -26.74065
C 24.81800 -9.77624 -32.78606
C 25.32191 -8.38384 -32.53569
C 24.70579 -7.68054 -31.40662
O 25.85476 -7.09097 -30.82001
C 27.00607 -7.62761 -31.31534
O 28.15864 -7.33953 -30.99614
O 26.69340 -8.50742 -32.28822
H 25.00157 -10.40425 -31.91427
H 25.36357 -10.24726 -33.60373
H 23.77325 -9.84668 -33.08879
H 25.12619 -7.76807 -33.41355
H 24.10032 -8.35360 -30.79958
H 24.01591 -6.91416 -31.75993
C 28.20275 -20.08621 -25.52431
C 29.43323 -20.08389 -26.49160
C 29.61493 -18.63246 -26.80276
O 30.99998 -18.43145 -26.72480
C 31.56295 -19.50712 -26.03830
O 32.81394 -19.65243 -25.85555
O 30.60672 -20.42736 -25.78287
H 28.34595 -19.61409 -24.55236
H 27.80758 -21.05826 -25.22925
H 27.33003 -19.56166 -25.91332
H 29.38061 -20.75777 -27.34671
H 29.10658 -18.04425 -26.03877
H 29.19371 -18.48919 -27.79781
C 29.17896 -14.13330 -32.34410
C 30.09704 -14.28517 -33.55645
C 30.07011 -15.60371 -34.24623
O 30.02425 -15.38154 -35.60409
C 29.84770 -14.03033 -35.80454
O 29.95827 -13.44953 -36.83575
O 29.62612 -13.42950 -34.59024
H 29.64576 -14.56712 -31.45980
H 28.18849 -14.57761 -32.44236
H 29.05288 -13.09132 -32.05005
H 31.12944 -14.04744 -33.30004
H 29.21343 -16.18291 -33.90169
H 30.93193 -16.19882 -33.94421
C 22.08515 -20.63972 -28.61900
C 22.69759 -20.23723 -30.01102
C 23.38791 -18.89151 -29.97563
O 24.65740 -19.21731 -30.54404
C 24.76273 -20.52236 -30.80116
O 25.78119 -21.00498 -31.26480
O 23.64821 -21.14456 -30.37367
H 21.49363 -19.80101 -28.25190
H 22.86656 -20.83895 -27.88565
H 21.44940 -21.51999 -28.71408
H 21.92947 -20.23004 -30.78435
H 23.37666 -18.46896 -28.97092
H 22.74280 -18.23391 -30.55829
C 18.72561 -18.61897 -21.69242
C 19.87856 -19.09269 -22.58251
C 21.28370 -18.59843 -22.24315
O 21.96791 -19.78722 -21.84534
C 21.18475 -20.83253 -22.02645
O 21.46489 -22.04262 -21.82123
O 19.94871 -20.47450 -22.44180
H 18.60472 -17.54577 -21.83980
H 18.89982 -18.88433 -20.64967
H 17.88176 -19.25127 -21.96849
H 19.64725 -18.74033 -23.58771
H 21.24299 -17.88108 -21.42349
H 21.69156 -18.08423 -23.11341
C 26.99262 -15.76831 -19.10051
C 27.27610 -14.49518 -18.33381
C 26.36044 -13.33128 -18.54194
O 26.06870 -12.86337 -17.26842
C 26.40153 -13.79725 -16.37372
O 26.18632 -13.72442 -15.18169
O 27.06357 -14.78715 -16.97885
H 25.97871 -16.12034 -18.91034
H 27.61103 -16.61302 -18.79699
H 27.08683 -15.77151 -20.18642
H 28.28212 -14.08878 -18.43807
H 25.51883 -13.57868 -19.18893
H 26.94132 -12.55259 -19.03622
C 31.21785 -11.67521 -25.34766
C 31.22042 -10.52002 -24.33070
C 30.07831 -10.41655 -23.35654
O 30.68801 -10.04425 -22.11411
C 31.97581 -10.29898 -22.17619
O 32.82216 -10.27584 -21.31098
O 32.25161 -10.64798 -23.41403
H 30.88029 -12.67186 -25.06332
H 32.19692 -11.85052 -25.79352
H 30.56083 -11.40899 -26.17564
H 31.36243 -9.53903 -24.78411
H 29.58670 -11.38268 -23.24247
H 29.34777 -9.69814 -23.72842
C 18.24587 -10.06328 -21.17482
O 17.80627 -11.27073 -20.58259
H 19.24583 -10.21689 -21.58050
H 17.45353 -9.81640 -21.88146
H 18.29165 -9.26716 -20.43171
H 17.78713 -11.96318 -21.24722
C 20.38916 -7.17531 -26.12584
O 19.74816 -8.11175 -26.95702
H 20.14483 -7.39766 -25.08711
H 21.47753 -7.18102 -26.18522
H 19.95448 -6.20617 -26.37063
H 20.08171 -8.98177 -26.72594

Gap between HOMO and LUMO ... 7.845 eV
HOMO level ... -6.55 eV
Net charge ... -1

Löwdin atomic charge list, values in e, 2 entries: atom 1 (Cl): 0.59, atom 2 (O): -0.39



# CH4N2OS

2 unconnected molecules or ions with the total composition CH4N2OS in a non-equilibrium geometry (ωB97M-V/def2-TZVPD, the OMol25 dataset).

Positions of all 9 atoms, in Å:
C -2.55206 -0.00494 0.84522
N 1.86887 0.27094 0.21599
N 0.67424 0.54482 -0.42526
O -0.31758 -0.70418 -0.36561
S -3.47727 0.06585 -0.34379
H -0.73677 -1.00211 -1.19349
H 1.86543 0.05826 1.27932
H 2.44810 -0.42908 -0.24140
H 0.22704 1.20045 0.22903

Gap between HOMO and LUMO ... 9.488 eV
ΔE to the lowest compared entry with this formula, charge and spin ... 550.9 kJ/mol
HOMO level ... -9.27 eV

Löwdin atomic charge list, values in e, 2 entries: atom 1 (C): -0.59, atom 2 (N): -0.05



# C35H54N9O5

9 unconnected molecules or ions with the total composition C35H54N9O5 in a non-equilibrium geometry (ωB97M-V/def2-TZVPD, the OMol25 dataset).

Positions of all 103 atoms, in Å:
C -2.49072 0.41969 -1.06836
C -1.47972 1.06069 -0.21036
C -1.17272 0.20369 1.04264
C 0.00728 -0.75731 0.74964
C 1.18028 0.03769 0.31264
C 1.06128 0.81069 -1.07036
N -0.26172 1.56569 -0.96436
O -0.36872 2.62269 -1.76636
C 1.00728 0.05869 -2.41936
C 2.19028 1.86169 -1.31336
C -2.14072 2.40469 0.09364
H -2.49272 0.98269 -2.09836
H -3.43172 0.28669 -0.74236
H -2.15272 -0.61531 -1.41636
H -1.90872 -0.35931 1.28364
H -0.63172 0.81269 1.65964
H -0.27672 -1.52331 0.01064
H 0.16228 -1.28331 1.53264
H 2.07928 -0.65331 0.00664
H 1.47328 0.73269 1.30664
H 0.94828 0.78569 -3.21236
H 0.56328 -0.97431 -2.13636
H 1.95228 -0.29231 -2.53036
H 1.81528 2.52969 -2.09836
H 3.10128 1.60769 -1.37636
H 2.14528 2.40569 -0.34936
H -3.01972 2.03669 0.71464
H -2.72772 2.88769 -0.79536
H -1.63372 3.02169 0.97664
N 4.91128 -1.17831 -2.50236
C 4.27128 -1.88731 -1.54736
C 4.79428 -1.41831 -0.19436
C 5.80728 -0.27731 -0.55736
C 5.86128 -0.24331 -2.11836
H 4.77028 -1.23631 -3.40636
H 3.46128 -2.68031 -1.81336
H 4.59928 -1.84731 0.76964
H 6.30128 0.23469 0.11964
H 6.51128 0.14569 -2.79436
N -5.43372 0.15169 -5.86736
C -6.46672 -0.56931 -6.21636
C -6.93272 -1.34031 -4.96436
C -5.78572 -1.17231 -3.87036
C -4.78572 -0.11331 -4.59136
H -4.99772 0.82169 -6.33836
H -6.85972 -0.51331 -7.12836
H -7.92872 -1.87131 -4.88336
H -5.67572 -1.76931 -3.01336
H -3.94572 0.32969 -4.06636
N 1.04928 -3.82131 -3.09636
C -0.16672 -3.67831 -2.41836
C -1.11972 -2.85631 -3.27336
C -0.36972 -2.57831 -4.56436
C 1.00928 -3.24031 -4.37736
H 1.82328 -4.47831 -2.72236
H -0.11172 -4.05731 -1.40136
H -1.99472 -2.33031 -2.93436
H -0.81872 -1.92031 -5.33536
H 1.98328 -3.30731 -4.97536
N 3.79628 -4.27531 2.90564
C 3.14628 -5.51631 3.07364
C 2.02428 -5.59431 2.01464
C 1.84528 -4.22331 1.58164
C 3.00528 -3.41031 2.12364
H 4.57928 -3.98331 3.45264
H 3.41528 -6.30031 3.63864
H 1.20728 -6.39231 1.95064
H 1.07428 -4.08831 0.86364
H 3.18628 -2.33931 1.87564
N 1.29228 1.48069 3.78464
C 2.08728 2.39469 3.01064
C 3.32928 1.57469 2.63864
C 3.11528 0.28469 3.31964
C 1.78428 0.29769 3.99364
H 0.61628 1.78469 4.35864
H 1.78928 3.29169 2.84164
H 4.22828 1.80569 2.01564
H 3.75028 -0.54631 3.36964
H 1.16328 -0.26331 4.71764
N -1.60372 -3.61131 6.02164
C -1.09972 -3.08931 4.83064
C -2.25972 -2.25931 4.25364
C -3.38372 -2.39531 5.28664
C -2.86572 -3.21631 6.47864
H -1.13172 -4.24831 6.58464
H -0.07572 -3.31431 4.29264
H -2.21972 -1.69931 3.30064
H -4.34372 -1.92931 5.06764
H -3.11572 -3.55631 7.53264
C -3.38272 6.95069 1.50264
N -3.18872 6.84569 -0.01036
O -3.06672 7.90869 -0.54536
O -2.93872 5.77369 -0.48136
H -4.44572 6.85669 1.56364
H -2.95572 7.74969 2.00964
H -3.13272 6.14869 2.05764
C 1.35628 6.14969 -0.81336
N 0.82528 5.63269 0.52864
O 0.62328 6.46269 1.36664
O 0.65428 4.43369 0.77364
H 1.61828 7.22969 -0.89236
H 0.26028 5.79469 -1.25936
H 2.17928 5.42569 -1.01936

Gap between HOMO and LUMO ... 3.758 eV
ΔE to the lowest compared entry with this formula, charge and spin ... 194.3 kJ/mol
HOMO level ... -9.57 eV
Net charge ... +1

Löwdin atomic charge list, values in e, 2 entries: atom 1 (C): -0.02, atom 2 (C): -0.45



Which of these has the lowest gap between HOMO and LUMO?
C35H54N9O5